# 1
Below is C45H41GeN4O3PTi as an isolated structure, with properties calculated with ωB97M-V/def2-TZVPD.

## Properties
<S²>: 0.7684
Multiplicity: 2
HOMO level (spin up / spin down) in Eh: -0.3511 / -0.3535
DFT total energy in Ha: -5451.7619
LUMO (spin up / spin down) in eV: -3.659 / -3.601
Orbital gap (spin up / spin down) in eV: 5.90 / 6.02
Net charge: +1
Energy relative to the best compared isomer or geometry (same formula, charge and spin) in kJ/mol: 18.3

CARTESIAN COORDINATES (ANGSTROEM)
Ti1 0.2514 -0.5091 0.7728
C1 5.3144 -2.5917 2.1634
C2 5.4475 -1.2236 2.3807
C3 4.3348 -0.4013 2.3729
C4 3.0845 -0.9591 2.1365
C5 2.9431 -2.3231 1.9230
C6 4.0614 -3.1417 1.9412
N1 1.8988 -0.1701 2.0813
N2 1.9022 0.8583 2.8066
C7 0.6681 1.4983 2.8550
C8 0.5611 2.5382 3.7848
C9 -0.6851 3.0567 4.0656
C10 -1.8021 2.4994 3.4462
C11 -1.6747 1.4946 2.4937
C12 -0.4262 0.9926 2.1144
H1 6.1890 -3.2284 2.1744
H2 6.4263 -0.7992 2.5613
H3 4.4179 0.6637 2.5424
H4 1.9565 -2.7479 1.7632
H5 3.9550 -4.2068 1.7837
H6 1.4531 2.8886 4.2885
H7 -0.7983 3.8578 4.7833
H8 -2.7911 2.8649 3.6948
H9 -2.5772 1.1185 2.0330
C13 -1.2420 -2.8021 4.3366
C14 -0.5413 -1.9448 3.4832
N3 -0.6624 -1.9928 2.1674
C15 -1.5100 -2.9004 1.6258
C16 -2.2558 -3.7929 2.3985
C17 -2.0993 -3.7250 3.7948
C18 -3.1454 -4.7123 1.7474
C19 -3.2663 -4.7213 0.4044
C20 -2.5010 -3.8213 -0.4126
C21 -2.5915 -3.7903 -1.8180
C22 -1.8204 -2.9057 -2.5211
C23 -0.9572 -2.0481 -1.8261
N4 -0.8571 -2.0444 -0.5065
C24 -1.6222 -2.9234 0.1935
H10 -1.1038 -2.7214 5.4049
H11 0.1292 -1.1921 3.8782
H12 -2.6605 -4.3999 4.4290
H13 -3.7220 -5.3936 2.3597
H14 -3.9434 -5.4092 -0.0855
H15 -3.2724 -4.4625 -2.3254
H16 -1.8699 -2.8373 -3.5985
H17 -0.3509 -1.3340 -2.3645
C25 -1.3134 0.1503 -5.5738
C26 -2.4103 0.1963 -4.7252
C27 -2.2533 0.5865 -3.4009
C28 -1.0013 0.9375 -2.8850
C29 0.0850 0.9008 -3.7631
C30 -0.0652 0.5141 -5.0889
Ge1 -0.8130 1.3832 -0.9464
C31 -2.7101 1.5490 -0.4059
C32 -3.5023 0.4141 -0.2151
C33 -4.8086 0.5090 0.2452
C34 -5.3516 1.7555 0.5273
C35 -4.5867 2.8957 0.3263
C36 -3.2803 2.7914 -0.1365
C37 -0.0698 3.2128 -0.9113
C38 0.3426 3.8499 -2.0819
C39 0.9412 5.1043 -2.0464
C40 1.1306 5.7533 -0.8354
C41 0.6940 5.1502 0.3368
C42 0.1009 3.8961 0.2953
H18 -1.4327 -0.1467 -6.6081
H19 -3.3960 -0.0577 -5.0967
H20 -3.1292 0.6288 -2.7665
H21 1.0720 1.1744 -3.4159
H22 0.7966 0.5025 -5.7451
H23 -3.0987 -0.5712 -0.4324
H24 -5.4033 -0.3862 0.3838
H25 -6.3676 1.8379 0.8912
H26 -5.0087 3.8720 0.5307
H27 -2.6944 3.6927 -0.2765
H28 0.1925 3.3709 -3.0408
H29 1.2540 5.5764 -2.9696
H30 1.5957 6.7303 -0.8059
H31 0.8117 5.6588 1.2861
H32 -0.2416 3.4547 1.2224
C43 4.8936 -0.8371 -1.5168
O1 3.7150 -1.0470 -0.7161
P1 2.2861 -0.4622 -1.1354
O2 2.5791 1.0383 -1.6071
C44 2.9332 1.9882 -0.5803
O3 2.0378 -1.0618 -2.6066
C45 2.1341 -2.4788 -2.7846
H33 5.6708 -0.4568 -0.8578
H34 4.7078 -0.1262 -2.3203
H35 5.2081 -1.7929 -1.9316
H36 3.9245 1.7565 -0.1853
H37 2.1943 1.9885 0.2215
H38 2.9321 2.9672 -1.0496
H39 1.5893 -2.7186 -3.6943
H40 3.1758 -2.7769 -2.8920
H41 1.6950 -3.0230 -1.9437

Formally, the Mulliken partial charges of the atoms, in units of the elementary charge, are as follows: -0.609, -0.524, -0.806, -0.669, 0.048, 0.080, -1.004, 1.993, -0.992, -0.421, -0.408, -0.943, -0.683, -0.588, 1.900, 0.426, 0.418, 0.500, 0.310, 0.428, 0.551, 0.420, 0.468, 0.513, -1.171, -0.249, 0.986, -0.900, 1.295, -0.819, -0.990, -1.139, 1.558, -1.188, -1.943, -0.604, 1.233, -0.240, 0.468, 0.374, 0.472, 0.454, 0.458, 0.469, 0.628, 1.163, -0.700, -0.837, -0.238, -0.505, 0.587, -0.986, 2.573, -0.812, 0.146, -0.724, -0.782, -0.808, -0.088, -0.483, 0.113, -0.812, -0.700, -0.892, 0.358, 0.405, 0.463, 0.270, 0.275, 0.463, 0.399, 0.459, 0.399, 0.453, 0.348, 0.311, 0.417, 0.395, 0.447, 0.210, -1.070, 0.156, 0.767, -0.357, -0.629, -0.281, -0.979, 0.322, 0.364, 0.318, 0.365, -0.009, 0.272, 0.271, 0.279, 0.364



# 2
Below is C22H41ClDyNP3Se as an isolated structure at a distorted geometry, with properties calculated with ωB97M-V/def2-TZVPD.

## Properties
<S²>: 9.5483
Multiplicity: 6
HOMO level (spin up / spin down) in Eh: -0.6137 / -0.6181
DFT total energy in Ha: -5687.2396
LUMO (spin up / spin down) in eV: -13.132 / -12.799
Orbital gap (spin up / spin down) in eV: 3.57 / 4.02
Net charge: +3
Energy relative to the best compared isomer or geometry (same formula, charge and spin) in kJ/mol: 321.1

CARTESIAN COORDINATES (ANGSTROEM)
Dy1 0.0413 -0.5192 0.4596
P1 -1.2954 0.0468 2.7966
P2 -1.6286 -2.8579 0.3765
P3 -2.4153 0.4329 -0.6640
H1 5.0015 4.6216 -3.3936
C1 4.2935 5.4430 -3.2067
C2 4.1434 6.0051 -2.0017
H2 4.8609 5.8565 -1.1925
C3 -0.2154 -0.2603 4.2468
C4 -2.8544 -0.6963 3.3958
C5 -1.5939 1.8406 2.9705
C6 -1.4939 -3.8782 -1.1490
C7 -1.2760 -4.2047 1.5745
C8 -3.4604 -2.9238 0.5211
C9 -1.9027 2.1382 -1.1374
C10 -4.0358 0.7287 0.1328
C11 -2.9628 -0.2062 -2.2925
H3 3.7811 5.8471 -4.0925
H4 3.3494 6.7394 -1.8539
H5 0.7983 0.0684 3.9792
H6 -0.1824 -1.3411 4.4443
H7 -0.5519 0.2804 5.1421
H8 -2.7412 -1.7863 3.4699
H9 -3.6700 -0.5019 2.6887
H10 -3.1505 -0.3130 4.3817
H11 -0.6673 2.3677 2.7037
H12 -1.8811 2.0893 4.0035
H13 -2.3768 2.1674 2.2733
H14 -2.0267 -4.8243 -0.9658
H15 -0.4300 -4.0759 -1.3477
H16 -1.9479 -3.3320 -1.9876
H17 -1.9267 -5.0554 1.3239
H18 -1.4899 -3.8472 2.5921
H19 -0.2215 -4.4973 1.4814
H20 -3.7590 -3.9837 0.5225
H21 -3.9381 -2.4193 -0.3290
H22 -3.7786 -2.4616 1.4621
H23 -2.7659 2.6900 -1.5376
H24 -1.0951 2.0731 -1.8806
H25 -1.5100 2.6643 -0.2599
H26 -4.6799 1.2880 -0.5643
H27 -3.9139 1.3154 1.0507
H28 -4.5319 -0.2134 0.3952
H29 -3.7614 0.4395 -2.6878
H30 -3.3345 -1.2380 -2.2108
H31 -2.1018 -0.2047 -2.9757
C12 1.5080 0.8493 -2.8452
C13 2.1206 1.7761 -1.9725
C14 2.6592 2.9448 -2.4998
C15 2.7622 3.0975 -3.8898
C16 2.2461 2.1393 -4.7643
C17 1.5904 1.0201 -4.2464
Se1 0.6253 -0.7058 -2.2480
H32 0.3125 1.3729 0.3180
H33 2.1599 1.6039 -0.8991
H34 3.0301 3.7420 -1.8481
H35 3.2700 3.9349 -4.3312
H36 2.3623 2.2779 -5.8412
H37 1.1801 0.2721 -4.9115
Cl1 5.5018 -1.5464 0.0806
C18 4.1083 -1.9496 1.0010
C19 4.2506 -2.7829 2.1156
C20 3.0986 -3.1203 2.8348
C21 1.8666 -2.6025 2.4592
N1 1.7487 -1.7787 1.3872
C22 2.8497 -1.4574 0.6382
H38 5.2363 -3.1553 2.3853
H39 3.1530 -3.7861 3.6928
H40 0.9390 -2.8147 2.9930
H41 2.7200 -0.8329 -0.2668

Formally, the Mulliken partial charges of the atoms, in units of the elementary charge, are as follows: -0.404, 1.003, 1.049, 0.786, 0.492, -0.736, -0.507, 0.307, -1.235, -1.229, -1.173, -1.384, -1.328, -1.277, -1.108, -1.312, -1.107, 0.294, 0.276, 0.373, 0.297, 0.472, 0.344, 0.267, 0.522, 0.330, 0.459, 0.248, 0.486, 0.376, 0.334, 0.535, 0.304, 0.378, 0.525, 0.335, 0.318, 0.489, 0.240, 0.291, 0.538, 0.338, 0.318, 0.483, 0.271, 0.293, 0.724, -0.082, -0.399, 0.186, -0.965, -0.582, 0.438, -0.061, 0.316, 0.269, 0.318, 0.437, 0.487, -0.157, 0.057, -0.229, -1.098, -0.026, 0.099, -0.010, 0.492, 0.446, 0.582, 0.182



# 3
Below is a 2-piece molecular cluster, C8H8O2S overall at a distorted geometry, with properties calculated with ωB97M-V/def2-TZVPD.

## Properties
HOMO level in Eh: -0.3450
DFT total energy in Ha: -858.2269
LUMO in eV: 0.404
Orbital gap in eV: 9.79
Net charge: 0
Energy relative to the best compared isomer or geometry (same formula, charge and spin) in kJ/mol: 264.5
Structure (SMILES): O=C(O)c1ccsc1.C#CC

CARTESIAN COORDINATES (ANGSTROEM)
O1 2.2868 0.4009 -0.7111
C1 1.0929 0.4025 -0.9358
O2 0.6158 -0.4338 -1.8832
C2 0.0850 1.2296 -0.2871
C3 0.6035 2.0693 0.7346
C4 -0.3624 2.7139 1.4862
S1 -1.9367 2.4230 0.8220
C5 -1.2654 1.2956 -0.3330
H1 1.3709 -0.9608 -2.0653
H2 1.6685 2.0162 1.0022
H3 -0.2500 3.6106 2.1740
H4 -1.9143 0.7830 -0.9622
C6 1.2747 -2.1825 0.7850
C7 0.1838 -2.1082 0.3007
C8 -1.1775 -2.3238 -0.1778
H5 2.2681 -2.1698 1.0956
H6 -1.1120 -2.8782 -1.0961
H7 -1.5044 -1.2494 -0.4963
H8 -1.9271 -2.6382 0.5475

Formally, the Mulliken partial charges of the atoms, in units of the elementary charge, are as follows: -0.627, 0.228, -0.428, 0.433, -0.744, -0.252, -0.131, -0.200, 0.390, 0.346, 0.356, 0.567, -0.095, -0.224, -0.611, 0.453, 0.245, -0.026, 0.319



# 4
Below is a 2-piece molecular cluster, C3H9PS overall at a distorted geometry, with properties calculated with ωB97M-V/def2-TZVPD.

## Properties
HOMO level (spin up / spin down) in Eh: -0.2847 / -0.2603
DFT total energy in Ha: -859.0594
LUMO (spin up / spin down) in eV: 0.594 / -0.052
Orbital gap (spin up / spin down) in eV: 8.34 / 7.03
Net charge: 0
Energy relative to the best compared isomer or geometry (same formula, charge and spin) in kJ/mol: 462.9

CARTESIAN COORDINATES (ANGSTROEM)
C1 0.8574 0.8956 -1.1267
C2 -1.6476 -0.4418 0.7674
C3 1.1074 0.3000 0.2004
P1 -1.5544 -1.9574 -0.1136
S1 1.7298 1.1341 1.6217
H1 0.6179 0.0778 -1.7266
H2 1.9327 1.1360 -1.4137
H3 0.0246 1.7229 -1.1375
H4 -1.3495 -0.7383 1.7529
H5 -2.4630 0.1874 0.6649
H6 1.3029 -0.8276 0.2640
H7 -0.2244 -2.2409 0.0372
H8 -1.4510 -1.5906 -1.4351
H9 1.1172 2.3429 1.6446

Formally, the Mulliken partial charges of the atoms, in units of the elementary charge, are as follows: -0.775, -0.645, -0.264, 0.047, -0.235, 0.268, 0.302, 0.287, 0.237, 0.402, 0.297, -0.031, -0.010, 0.120



# 5
Below is an isolated ion of composition C5H11INO3S and charge +1 at a distorted geometry, with properties calculated with ωB97M-V/def2-TZVPD.

## Properties
HOMO level in Eh: -0.5261
DFT total energy in Ha: -1173.1117
LUMO in eV: -5.645
Orbital gap in eV: 8.67
Net charge: +1
Energy relative to the best compared isomer or geometry (same formula, charge and spin) in kJ/mol: 215.5
Structure (SMILES): CCC(=O)[N+](C)(C)S(=O)(=O)I

CARTESIAN COORDINATES (ANGSTROEM)
C1 -1.1333 0.7372 -2.5965
C2 -0.8788 0.5281 -1.0680
C3 0.4124 0.0560 -0.8039
O1 1.3504 -0.2136 -1.4375
N1 0.6451 -0.4361 0.6557
C4 0.5411 -1.8714 0.9624
C5 -0.0061 0.4438 1.7820
S1 2.4515 0.1360 0.7542
O2 2.3120 1.4768 0.3212
O3 2.6629 -0.0720 2.1611
I1 3.9735 -1.3254 -0.2937
H1 -2.1453 0.9352 -2.7761
H2 -0.8249 -0.1550 -3.1600
H3 -0.5665 1.6325 -2.9988
H4 -0.8740 1.4884 -0.5863
H5 -1.5995 -0.1969 -0.6665
H6 -0.4147 -2.2929 1.2895
H7 1.1665 -2.3556 0.1353
H8 1.1772 -2.0933 1.9137
H9 0.3959 1.4635 1.7516
H10 -1.0172 0.4548 1.3409
H11 0.0846 -0.0896 2.6788

Formally, the Mulliken partial charges of the atoms, in units of the elementary charge, are as follows: -1.392, -0.813, 0.912, -0.410, 0.108, -0.829, -0.962, 0.955, -0.478, -0.530, 0.245, 0.437, 0.358, 0.331, 0.400, 0.437, 0.369, 0.303, 0.339, 0.386, 0.491, 0.342



# 6
Below is a 2-piece molecular cluster, C3H6F3N3O overall at a distorted geometry, with properties calculated with ωB97M-V/def2-TZVPD.

## Properties
HOMO level (spin up / spin down) in Eh: -0.2793 / -0.2792
DFT total energy in Ha: -656.9583
LUMO (spin up / spin down) in eV: 0.389 / 0.390
Orbital gap (spin up / spin down) in eV: 7.99 / 7.99
Net charge: 0
Energy relative to the best compared isomer or geometry (same formula, charge and spin) in kJ/mol: 228.8

CARTESIAN COORDINATES (ANGSTROEM)
C1 -1.8660 -0.1971 -0.1504
C2 0.4619 0.3898 0.0497
C3 0.7172 -0.5770 1.1710
N1 -1.7127 -0.9751 -1.1311
N2 1.0964 -0.1250 -1.1076
N3 0.8360 1.6868 0.5969
O1 -2.6367 0.4244 0.5176
F1 0.2737 -1.7791 0.8312
F2 0.2666 -0.3183 2.4139
F3 2.1031 -0.7331 1.3731
H1 -0.8293 -1.4441 -1.2783
H2 -2.5501 -1.1989 -1.6412
H3 0.6721 0.3924 -1.8751
H4 2.1005 -0.0398 -1.1670
H5 0.2952 2.0048 1.3907
H6 0.7721 2.4894 0.0066

Formally, the Mulliken partial charges of the atoms, in units of the elementary charge, are as follows: 0.553, -0.172, 0.976, -0.277, -0.553, -0.686, -0.482, -0.275, -0.271, -0.315, 0.298, 0.260, 0.255, 0.250, 0.215, 0.225



Which value of DFT total energy does entry 6 give?
-656.9583 Ha